(1)
Formula: C20H34BrClCrN3O4
Source: the Open Molecules 2025 dataset
Level of theory: the ωB97M-V functional and the def2-TZVPD basis

XYZ file:
```
64
Properties=species:S:1:pos:R:3:forces:R:3:lowdin_spin:R:1
Br -0.3430 2.2806 0.8885 -0.2 0.3 0.7 -0.01
Cr -0.6143 -0.1176 0.5809 1.7 0.3 -0.6 3.02
Cl -2.6891 -0.1793 1.3691 -1.0 -0.2 0.8 0.00
O -0.2280 -0.5316 2.8193 -0.2 0.8 0.8 0.00
O 0.7521 -0.0515 -1.3816 0.2 -0.6 1.2 0.01
O -0.3720 -2.1434 0.4766 1.0 -1.1 -0.4 0.01
O 1.6622 -0.2199 0.9767 1.8 0.0 -0.6 0.01
N 3.1805 1.2486 0.0759 0.2 0.0 0.3 0.01
N -0.9635 0.0652 4.9274 0.1 -0.2 -0.2 0.00
N 0.5617 -4.1276 -0.1414 -0.1 0.5 0.1 0.01
C 3.4894 1.9673 1.3013 -0.4 0.3 -0.1 0.00
C -0.7393 0.2773 3.6186 0.0 -0.2 -0.6 0.00
C 2.4907 0.0882 0.0925 -0.4 0.0 0.6 0.01
C -3.9558 1.0824 -1.2833 -0.4 -0.3 0.6 -0.01
C -0.4643 -4.9170 0.5245 0.0 -0.2 0.0 0.00
C -0.3879 1.7080 -4.2787 -0.1 0.3 0.2 0.00
C -0.2263 0.1990 -2.2498 -0.9 0.6 0.6 0.00
C 0.5401 2.6352 -2.2556 0.2 0.3 0.3 0.00
C -1.6620 -0.0171 -1.3959 0.7 1.1 -2.9 -0.01
C -0.5463 -1.1499 5.6003 -0.1 -0.1 0.1 0.00
C -0.0411 1.5659 -2.9317 -0.3 -0.3 -0.3 0.00
C -2.4705 1.0875 -1.3010 0.3 -0.6 -0.8 -0.07
C 0.5590 -2.7888 -0.0729 -0.8 0.4 0.4 0.00
C 3.7633 1.7817 -1.1462 0.3 -0.4 0.1 0.00
C -0.2122 2.9306 -4.9301 0.2 0.1 0.2 0.00
C 0.7543 3.8609 -2.8933 -0.3 -0.4 -0.3 0.00
C 1.5424 -4.8537 -0.9377 0.1 0.1 0.2 0.00
C -1.8314 0.9483 5.6933 0.2 0.1 -0.1 0.00
C -2.1857 -1.4174 -1.5784 -0.4 -0.3 0.4 0.01
C 0.3733 4.0036 -4.2359 -0.1 0.0 0.0 0.00
H 0.7838 2.5162 -1.1910 0.1 0.0 -0.9 0.00
H -0.8668 -5.6493 -0.1843 0.0 0.2 0.1 0.00
H 3.4502 1.1620 -1.9900 0.0 0.2 0.1 0.00
H -1.2573 -4.2618 0.8873 0.2 -0.1 -0.1 0.00
H 1.0333 -5.4371 -1.7178 0.1 0.2 0.2 0.00
H 2.2207 -4.1327 -1.4048 -0.1 -0.2 0.1 0.00
H -1.0627 1.2777 3.2800 0.0 -0.4 0.1 0.00
H 4.8609 1.7798 -1.0731 -0.2 0.0 -0.1 0.00
H -2.0019 2.0721 -1.3664 0.0 -0.3 0.1 0.00
H -0.2670 -0.5408 -3.0871 -0.4 0.1 0.3 0.00
H -2.7457 0.4202 6.0010 0.2 0.1 -0.2 0.00
H -0.0296 -5.4695 1.3671 0.0 0.1 -0.1 0.00
H 4.5751 2.1319 1.3455 -0.2 -0.1 0.0 0.00
H -4.2958 1.7070 -0.4514 -0.1 0.0 -0.1 0.00
H 1.4141 -2.2786 -0.5398 -0.4 0.0 0.0 0.00
H -2.2636 -1.8760 -0.5944 -0.4 -0.3 -0.2 0.00
H 0.0466 -0.8810 6.4845 0.0 -0.1 -0.2 0.00
H -1.4794 -2.0188 -2.1529 0.0 0.1 0.0 0.00
H -4.3747 0.0806 -1.1265 0.2 0.3 0.0 0.00
H -0.5342 3.0404 -5.9723 0.2 0.0 0.4 0.00
H 0.5304 4.9558 -4.7471 -0.1 -0.3 0.1 0.00
H 2.8156 -0.5961 -0.7146 -0.5 0.2 0.2 0.00
H 1.1959 4.6874 -2.3221 -0.2 -0.3 -0.4 0.00
H -2.0999 1.8099 5.0727 0.0 -0.2 0.2 0.00
H -1.3190 1.2971 6.5987 -0.1 0.0 -0.2 0.00
H 2.1168 -5.5459 -0.3076 -0.1 0.2 -0.1 0.00
H 3.1686 1.3819 2.1649 0.0 0.1 -0.2 0.00
H 3.4319 2.8162 -1.3209 -0.1 -0.3 0.1 0.00
H -0.8267 0.8491 -4.7918 0.1 0.3 0.0 0.00
H 0.0451 -1.7740 4.9256 -0.2 0.2 0.1 0.00
H 2.9899 2.9448 1.3196 0.0 -0.2 0.1 0.00
H -4.3952 1.4881 -2.2118 0.5 0.0 0.2 0.00
H -3.1641 -1.4756 -2.0659 0.1 0.1 0.0 0.00
H -1.4318 -1.6969 5.9551 0.2 0.0 -0.2 0.00
```
Forces are in eV/Å.

Calculated values
2S+1 = 4
relative energy (zero: lowest compared OMol25 entry of this formula, charge and spin) = 221.5 kJ/mol
<S²> = 3.828
LUMO level (alpha / beta) = -0.31 / 0.46 eV
frontier orbital gap (alpha / beta) = 7.2 / 8.1 eV

***

(2)
Formula: C20H34BrINO7
Source: the Open Molecules 2025 dataset
Level of theory: the ωB97M-V functional and the def2-TZVPD basis

XYZ file:
```
64
Properties=species:S:1:pos:R:3:forces:R:3:lowdin_charge:R:1
I 1.8354 1.5154 4.2645 1.0 0.6 0.0 1.12
Br 5.7794 3.3095 3.9859 -0.7 -0.4 -1.1 0.69
O -1.7647 0.0630 3.0011 0.2 -0.2 -2.3 -0.13
O 3.6459 4.3337 2.5012 3.5 -4.0 0.3 -0.06
O 5.8584 -2.0819 3.1403 -3.0 4.6 0.0 0.10
O 0.4322 0.3388 2.2856 -0.1 -2.9 -1.3 -0.34
O -1.9077 -0.0826 -1.4483 2.8 2.1 -4.6 0.17
O -3.2282 1.4709 4.6593 -0.9 1.4 -1.1 -0.10
O 5.4338 0.2167 2.5807 -2.0 -1.7 1.0 -0.03
N -1.4683 0.0617 -2.6783 -5.6 -5.3 6.0 0.14
C -3.9006 1.3223 3.3723 0.0 -0.5 0.4 -0.20
C 4.4191 3.3430 2.5532 -4.2 3.3 -1.1 -0.75
C -3.5890 1.4252 -2.9502 0.2 -0.4 0.9 -0.01
C -1.5238 -2.3951 -3.2663 -1.4 0.0 0.0 -0.10
C -3.4942 -0.9320 -3.8275 0.3 -1.4 0.6 -0.10
C -2.1825 0.9661 -4.8834 0.4 -0.2 -0.3 -0.02
C 3.7263 -0.7719 5.3331 1.2 -0.3 0.1 -0.15
C -2.6537 0.3381 -3.5490 -1.0 3.6 -2.4 -0.44
C 0.2361 -0.8736 -4.2656 -0.1 0.3 -0.4 -0.02
C 5.1038 -1.0835 3.1449 1.1 -1.5 0.1 -0.30
C 3.5975 -0.9638 3.7441 0.8 -1.4 0.2 -0.25
C 2.8591 0.1878 2.8617 0.6 -1.8 1.4 -0.57
C 4.1969 2.1848 1.4642 1.9 -0.2 0.5 -0.09
C 4.1451 0.7015 2.0608 -0.8 -0.4 -3.2 -0.30
C -0.7735 -0.4167 2.0447 -1.2 1.0 -0.1 -0.21
C -2.6618 -2.1366 -4.2511 0.2 0.3 -0.1 -0.16
C -2.8306 0.7537 2.3004 -0.8 0.6 -0.4 -0.19
C 1.6225 -0.4746 2.0207 0.5 0.7 0.2 -0.19
C -0.6455 -1.1429 -3.0145 4.2 -0.4 -1.0 -0.43
C 0.3919 -1.4573 -1.9029 -0.6 0.2 0.7 -0.02
H -1.1529 -0.1662 0.9689 0.7 -0.6 1.7 0.12
H 1.4529 -1.5606 2.3820 0.3 1.8 -0.6 0.13
H -1.6845 0.2635 -5.5473 0.0 0.0 0.1 0.07
H 1.8511 -0.4356 0.9014 -0.2 -0.2 1.3 0.12
H -0.9020 -3.2130 -3.6465 0.3 0.5 0.1 0.15
H 4.4247 -1.5943 5.7544 -1.1 1.2 -0.9 0.10
H 1.1566 -1.4616 -4.2384 -0.2 0.0 0.3 0.10
H -3.3310 2.4205 4.8932 0.3 -1.1 0.0 0.10
H 3.3121 2.4242 0.7613 1.2 -0.3 1.7 0.14
H 3.1603 -2.0208 3.6151 0.4 1.7 -0.1 0.15
H -3.0315 1.3520 -5.4534 0.0 -0.1 0.4 0.11
H 4.0759 0.0677 1.0876 -0.2 1.0 1.2 0.16
H 4.2663 0.2196 5.5310 -1.1 -1.3 0.0 0.07
H -2.2731 -1.9869 -5.2626 0.0 0.0 0.1 0.12
H -0.6708 -1.5462 2.1776 0.2 1.5 0.0 0.15
H -4.2404 -0.7226 -4.6000 0.3 0.5 0.1 0.15
H -4.0599 -1.2069 -2.9280 0.2 0.3 0.1 0.14
H -3.3882 0.0426 1.5717 0.8 0.9 1.1 0.12
H -0.2506 -1.1485 -5.2006 -0.1 0.1 0.1 0.08
H 5.1297 2.2206 0.7766 -1.3 -0.1 1.2 0.14
H -4.3667 1.7045 -3.6652 0.3 -0.2 -0.1 0.11
H 1.0253 -2.3018 -2.1914 -0.3 0.2 -0.3 0.11
H -4.1082 1.0847 -2.0503 0.2 0.0 -0.1 0.09
H -1.5059 1.8067 -4.7041 -0.1 -0.1 0.0 0.11
H 0.5390 0.1753 -4.3246 0.0 -0.1 0.0 0.10
H 1.0457 -0.5976 -1.7258 -0.1 -0.1 -0.1 0.10
H -0.0697 -1.7368 -0.9520 -0.1 0.1 -0.1 0.08
H 2.7366 -0.8774 5.8989 1.4 0.4 -1.1 0.07
H -3.0301 2.3318 -2.7007 0.0 -0.1 0.0 0.10
H -4.3749 2.3193 3.0483 0.9 -1.5 0.2 0.13
H -4.7695 0.5869 3.5437 1.4 0.9 -0.5 0.12
H -1.9513 -2.7507 -2.3228 0.1 0.2 0.1 0.14
H -2.3902 1.6021 1.6429 -0.6 -1.1 1.2 0.13
H -3.3036 -3.0220 -4.3037 0.1 0.1 0.0 0.14
```
Forces are in eV/Å.

Calculated values
LUMO level = -8.05 eV
total charge = +1
frontier orbital gap = 2.6 eV

***

Number 1: largest force on an atom 3.18 eV Å⁻¹. Number 2: largest force on an atom 9.80 eV Å⁻¹.